# 1
# C10H24BaN6O6S

C10H24BaN6O6S as an isolated structure (ωB97M-V with the def2-TZVPD basis set, the Open Molecules 2025 dataset).

Geometry as XYZ:
```
48
Properties=species:S:1:pos:R:3
O -0.473 -0.071 -4.724
H -0.564 0.209 -5.664
Ba 0.639 -0.251 -0.558
N 0.076 2.239 0.676
N 1.044 2.176 -1.599
N -1.793 -1.104 0.863
N -1.240 -1.841 -1.564
O -0.350 2.049 1.878
O -1.831 -0.852 2.257
O -0.166 -2.149 -2.503
O 1.808 1.415 -2.305
C 1.735 2.994 -0.735
C 1.096 3.141 0.520
C -1.962 -2.405 0.617
C -1.473 -2.831 -0.696
C 1.576 4.086 1.562
H 1.836 3.569 2.499
H 0.793 4.817 1.811
H 2.471 4.628 1.214
C 3.066 3.478 -1.133
H 3.038 3.772 -2.192
H 3.830 2.688 -1.040
H 3.389 4.315 -0.511
C -2.449 -3.364 1.652
C -1.303 -4.275 -1.013
H -3.014 -2.861 2.444
H -1.612 -3.879 2.150
H -3.092 -4.125 1.194
H -0.479 -4.427 -1.724
H -2.232 -4.669 -1.458
H -1.068 -4.817 -0.086
H -1.605 0.100 2.346
H -0.439 -1.632 -3.310
C -1.253 0.881 -3.977
H -0.594 1.571 -3.441
H -1.839 0.300 -3.256
H -1.928 1.450 -4.643
O -2.612 1.498 -0.520
H -2.664 0.621 -0.082
H -1.967 1.987 0.031
N 1.106 -2.054 3.307
C 1.929 -1.137 2.750
N 1.947 0.081 3.332
S 2.867 -1.489 1.381
H 0.483 -1.860 4.077
H 1.199 -3.013 2.980
H 2.675 0.721 3.040
H 1.399 0.319 4.155
```

Output
Gap between HOMO and LUMO (spin up / spin down) in eV: 4.93 / 2.88
Molar mass in Da: 493.7
HOMO (spin up / spin down) in eV: -5.76 / -4.67
Energy in a.u.: -1598.8737



# 2
# C10H24Cl6N4O8

A 7-piece molecular cluster, C10H24Cl6N4O8 overall (ωB97M-V with the def2-TZVPD basis set, the Open Molecules 2025 dataset).

Geometry as XYZ:
```
52
Properties=species:S:1:pos:R:3
C 0.043 -0.618 -1.141
N -0.555 -1.103 -2.399
O -1.685 -0.852 -2.618
O 0.115 -1.831 -3.083
H 0.716 0.208 -1.366
H 0.578 -1.413 -0.651
H -0.789 -0.186 -0.596
C 2.307 4.711 0.544
N 2.603 3.406 -0.120
O 1.687 2.618 -0.217
O 3.691 3.234 -0.554
H 1.745 5.350 -0.125
H 3.254 5.196 0.768
H 1.762 4.484 1.449
C 1.780 0.951 3.217
N 2.410 -0.004 2.318
O 1.735 -0.432 1.422
O 3.575 -0.236 2.496
H 2.226 0.849 4.203
H 0.712 0.808 3.213
H 2.102 1.930 2.870
C -2.678 -4.096 -3.877
N -2.555 -4.911 -5.115
O -3.337 -4.706 -5.974
O -1.705 -5.741 -5.157
H -3.260 -3.230 -4.154
H -1.676 -3.791 -3.596
H -3.152 -4.721 -3.133
Cl 1.640 -4.431 4.484
C 0.790 -4.565 2.894
C -0.547 -3.837 2.906
Cl -1.730 -4.673 3.931
H 0.646 -5.635 2.804
H 1.449 -4.145 2.149
H -0.922 -3.860 1.881
H -0.457 -2.807 3.237
Cl -3.138 -0.835 5.112
C -3.557 0.690 4.291
C -2.438 1.223 3.458
Cl -2.128 0.253 1.992
H -3.724 1.427 5.070
H -4.428 0.484 3.689
H -1.519 1.228 4.035
H -2.632 2.222 3.083
Cl 0.555 2.082 -3.719
C 1.565 3.516 -3.599
C 1.445 4.384 -4.803
Cl -0.196 5.108 -4.918
H 2.614 3.217 -3.514
H 1.322 4.023 -2.672
H 1.633 3.821 -5.707
H 2.109 5.236 -4.710
```

Output
SMILES string: C[N+](=O)[O-].C[N+](=O)[O-].C[N+](=O)[O-].C[N+](=O)[O-].ClCCCl.ClCCCl.ClCCCl
Gap between HOMO and LUMO in eV: 10.33
Molar mass in Da: 541.0
HOMO in eV: -10.65
Energy in a.u.: -3977.1299



# 3
# C10H24ClIN2OPSTm

C10H24ClIN2OPSTm as an isolated structure (ωB97M-V with the def2-TZVPD basis set, the Open Molecules 2025 dataset).

Geometry as XYZ:
```
42
Properties=species:S:1:pos:R:3
C 1.862 -1.383 -4.368
I 0.404 0.162 -3.612
H 1.888 -2.220 -3.671
H 2.823 -0.884 -4.462
H 1.497 -1.691 -5.352
Tm 0.824 -0.361 -0.823
P -1.968 -0.413 -0.801
C -3.054 0.741 -1.692
C -2.294 -1.972 -1.714
H -2.296 -1.317 1.411
H -3.864 -1.072 0.564
H -2.974 0.324 1.261
C -2.871 -0.647 0.764
H -1.803 -2.808 -1.198
H -3.381 -2.134 -1.753
H -4.022 0.253 -1.879
H -2.591 1.025 -2.645
H -1.890 -1.902 -2.733
H -3.198 1.644 -1.086
C -0.227 1.666 -0.166
O -0.663 2.728 0.052
Cl 0.638 -2.160 0.832
C 5.089 -0.033 4.653
C 4.421 0.864 3.627
N 3.716 0.033 2.618
C 2.841 0.645 1.757
S 3.124 0.649 0.051
N 1.777 1.254 2.289
C 1.244 0.937 3.640
C 1.071 2.187 4.477
H 4.372 -0.733 5.100
H 5.515 0.584 5.452
H 5.907 -0.606 4.201
H 3.696 1.530 4.106
H 5.178 1.484 3.119
H 4.365 -0.582 2.126
H 1.154 1.769 1.661
H 0.285 0.415 3.499
H 1.936 0.223 4.100
H 0.178 2.737 4.170
H 0.946 1.908 5.527
H 1.934 2.855 4.397
```

Output
Gap between HOMO and LUMO (spin up / spin down) in eV: 7.61 / 7.67
2S+1: 3
Charge: +2
Molar mass in Da: 582.6
HOMO (spin up / spin down) in eV: -15.71 / -15.74
Energy in a.u.: -3162.3469
Expectation value of S²: 2.0024



- The highest energy belongs to which entry?
  C10H24BaN6O6S